14
Properties=species:S:1:pos:R:3:forces:R:3 method="wB97M-V/def2-TZVPD" relative_energy_kcal_mol=89.4 charge=0 gap_ev=9.19 total_energy_ha=-735.0033 lumo_ev=0.49 homo_ha=-0.3197 fmax_ev_per_a=2.897
C 1.887285 0.007337 0.455034 0.075 -0.699 -0.057
C -1.015305 0.133078 -0.279937 0.067 2.205 -1.814
C -1.071167 -0.285395 1.004684 2.331 0.104 0.314
N -2.218384 -1.004197 1.128836 -0.250 0.886 2.134
N -2.934887 -0.834566 0.095610 -1.069 -1.671 -1.057
N -2.228831 -0.195113 -0.822717 0.453 0.454 -0.662
N 2.433026 1.196613 0.318086 -0.147 -1.834 -2.004
S 1.893266 -0.969854 -1.002267 0.355 -0.086 0.472
H -0.304955 0.814501 -0.806018 -0.876 -1.018 0.551
H 1.277176 -2.076910 -0.490319 0.281 0.693 -0.067
H -0.182203 -0.065323 1.702649 -2.064 -1.076 -0.789
H -2.606176 -0.151725 -1.791751 0.640 0.180 1.411
H 2.298518 1.830188 1.019113 -0.172 1.727 2.320
H 2.772634 1.601366 -0.531002 0.376 0.136 -0.750